A 20-piece molecular cluster, C80H160O20 overall in a non-equilibrium geometry. Source: the OMol25 dataset; level of theory: ωB97M-V with the def2-TZVPD basis set.

## Properties
- LUMO level: 0.5 eV
- HOMO-LUMO gap: 9.7006 eV
- Energy above the lowest of the compared OMol25 structures with the same formula, charge and spin: 193.6 kcal/mol
- HOMO level: -9.25 eV

```
260
Properties=species:S:1:pos:R:3:forces:R:3
C 4.363891 -1.594855 -3.457531 -0.3970 -1.6245 -0.6275
C 3.659611 -2.073095 -2.200891 0.1041 1.1310 1.8473
C 4.554061 -1.481655 -1.060511 -0.1852 0.6762 -1.9665
O 5.869231 -1.522675 -1.667021 0.0264 0.4773 1.8743
C 5.779741 -1.809545 -3.040841 0.6626 0.0559 0.0981
H 4.170301 -0.608605 -3.879361 -0.2570 0.1085 0.5876
H 4.173101 -2.331975 -4.237501 -0.2918 0.2350 -0.3768
H 3.758561 -3.150135 -2.065641 -0.4553 -0.1534 -0.4991
H 2.646021 -1.701875 -2.049431 -0.1840 -0.4110 -0.2561
H 4.457901 -1.944825 -0.078511 0.5004 -0.5050 -0.1977
H 4.298481 -0.433045 -0.908171 -0.0636 0.2395 0.0985
H 6.070871 -2.857705 -3.109371 0.1063 -0.1116 -0.6945
H 6.444731 -1.157465 -3.607131 0.3545 -0.1707 0.1449
C -0.326799 0.267105 -8.131141 0.4309 -1.2388 1.2163
C 1.086281 -0.146205 -8.627761 -0.3454 2.1132 0.2953
C 0.840551 -1.476655 -9.194961 -1.8697 -1.1848 -0.2145
O -0.083029 -2.089585 -8.209111 0.8568 -0.6975 -0.5417
C -0.872479 -1.096155 -7.573141 0.9027 1.6580 -1.4525
H -0.918729 0.624145 -8.973901 -0.0075 -0.0224 0.0257
H -0.413599 0.953015 -7.288471 0.4284 0.4669 -0.3102
H 1.858981 -0.223215 -7.862841 -0.2210 0.1758 0.2936
H 1.375401 0.636795 -9.328791 0.4444 -0.2991 -0.2838
H 1.714261 -2.073035 -9.457731 0.0038 -0.3292 0.9349
H 0.272021 -1.477555 -10.124951 -0.1096 0.4998 -0.2782
H -0.713079 -1.132895 -6.495491 -0.3580 -0.1733 -0.0065
H -1.914569 -1.064375 -7.891141 -0.2332 -0.9554 0.4314
C -5.319629 0.967935 -5.660081 -0.4372 0.7208 0.3372
C -5.018639 1.978565 -6.778081 1.1411 -0.5901 -0.4756
C -3.536629 1.602755 -7.171521 -0.6132 1.2159 0.9491
O -3.129509 0.701755 -6.140561 1.5694 -0.6919 -0.6334
C -4.188719 -0.049975 -5.626081 -1.4919 0.1356 -0.3185
H -6.337589 0.581565 -5.710751 0.1265 -0.1038 0.1475
H -5.186859 1.567085 -4.759251 -0.4455 -0.3151 0.3839
H -5.049989 2.984255 -6.358921 -0.1913 0.0021 -0.3426
H -5.701339 1.862175 -7.619791 0.1005 0.2435 -0.0186
H -2.789069 2.394545 -7.123541 -0.3186 0.5677 0.5867
H -3.413849 1.394335 -8.234351 -0.3245 -1.6013 -0.0420
H -4.084219 -0.389115 -4.595471 0.8968 0.3842 0.1506
H -4.382489 -0.983525 -6.154321 -0.0080 0.0474 -0.6951
C -0.886509 5.211205 0.353449 -1.0486 0.7590 0.9650
C 0.347421 5.636705 -0.400871 0.9607 -1.1424 0.3948
C 1.405481 5.545245 0.735579 0.4184 2.2360 -1.2180
O 0.750071 6.088075 1.869679 0.5000 -0.4792 0.2041
C -0.585719 5.731855 1.798109 -1.9646 -1.0218 -0.1868
H -1.128729 4.152975 0.451419 0.6170 -0.2386 -0.4844
H -1.808369 5.654515 -0.023041 0.0725 0.1702 -0.1007
H 0.265461 6.652225 -0.788301 0.0067 -0.0492 0.1158
H 0.613201 4.952295 -1.206501 -0.0604 0.1047 -0.1813
H 2.192391 6.286975 0.598819 0.3934 -0.2552 -0.4366
H 1.903181 4.577665 0.800269 -0.5266 -0.4332 0.5719
H -1.259669 6.536385 2.092409 0.3483 0.4334 -0.0741
H -0.834329 4.910535 2.470219 0.2097 -0.1724 0.4106
C -2.485629 1.622065 5.593169 0.3570 -0.6377 0.4483
C -1.666659 0.868965 4.508249 0.5622 -0.0007 0.4595
C -2.168759 1.470035 3.226099 -0.7908 1.5134 -0.2416
O -3.130979 2.588775 3.588669 0.1426 -3.0903 -2.7389
C -2.951649 2.890145 4.938219 0.6440 0.5982 -1.3575
H -1.934489 1.856785 6.503799 0.0144 -0.4357 0.0221
H -3.299039 0.918955 5.772349 -0.3650 0.4699 0.5323
H -1.803349 -0.212145 4.532909 -0.6364 -0.0076 0.1277
H -0.578529 0.898345 4.564779 0.0450 0.7880 0.3262
H -2.654479 0.710665 2.613279 -0.3592 0.4189 -0.1794
H -1.364899 1.932345 2.653219 -0.0068 -0.0316 -0.1278
H -3.895279 3.377905 5.182629 0.1642 -0.1511 0.9434
H -2.157529 3.621485 4.787809 0.3738 0.5331 1.6676
C 6.551471 -0.543845 4.572199 1.5086 -0.7676 -0.6710
C 6.073361 -1.131095 5.908479 0.2822 1.5502 -0.7273
C 7.143711 -0.555535 6.856709 -0.5759 -0.8698 1.9870
O 7.997241 0.382795 6.220389 -2.2262 1.1792 2.6595
C 7.952421 0.053105 4.900659 0.5620 -1.0493 -1.8915
H 5.954381 0.244555 4.113949 -0.3808 -0.1075 0.4221
H 6.592591 -1.366695 3.858519 0.3121 0.2707 -0.3840
H 6.030381 -2.218865 5.963399 0.0212 0.1472 -0.2311
H 5.074621 -0.698255 5.965629 -0.0939 -0.2754 1.0671
H 7.734061 -1.351875 7.309939 0.4661 -0.5116 -0.5965
H 6.670811 -0.214065 7.777509 0.0159 1.1335 -0.1587
H 8.792821 -0.641005 4.905749 -0.0416 -0.7493 -1.5921
H 8.185781 0.911105 4.270199 0.0693 0.0609 0.0683
C 5.193711 -5.365485 0.407159 0.2252 -0.9696 -0.2980
C 3.983271 -6.019845 -0.240381 -1.8186 -0.3232 0.7005
C 4.475711 -6.804825 -1.464691 0.2488 1.5349 0.0034
O 5.877601 -6.846895 -1.300921 1.7629 -0.1447 0.9064
C 6.226931 -6.486695 0.083819 -1.2465 0.6601 -0.6413
H 5.071731 -5.207415 1.478719 -0.0986 -0.1346 0.0339
H 5.444021 -4.395945 -0.023451 0.3291 -0.1623 -0.2723
H 3.112821 -5.403745 -0.465831 0.3175 0.6313 -0.4048
H 3.516921 -6.628725 0.534129 0.2958 -0.7342 -0.0410
H 4.300251 -6.201385 -2.355281 -0.0487 0.2022 -0.2012
H 4.024191 -7.761485 -1.727441 0.0858 -0.3621 0.7626
H 7.237631 -6.128115 0.278739 0.1890 -0.2202 -0.9951
H 6.085871 -7.392555 0.673419 -0.2026 0.1146 0.3908
C 0.990531 2.743695 -5.079321 1.4548 0.7237 0.9470
C -0.476099 3.135205 -4.847111 0.9939 -0.0756 0.0957
C -0.939619 1.964865 -3.936831 -1.7884 0.0101 -0.7132
O 0.112831 1.064345 -3.710111 -0.8983 -0.8735 -0.6051
C 1.282681 1.766425 -3.904491 0.8421 -0.0248 -0.3076
H 1.663861 3.596785 -4.995821 -0.0619 0.2988 0.2559
H 1.250181 2.406455 -6.082791 -0.4731 -0.8003 0.1359
H -0.946829 3.304335 -5.815561 -0.5145 -0.7221 0.1036
H -0.558079 4.118225 -4.383371 0.1508 -0.1410 0.4416
H -1.718699 1.415645 -4.465511 -0.1552 -0.0683 0.2262
H -1.333609 2.276115 -2.969361 -0.0677 0.4578 0.0947
H 2.076701 1.028295 -4.017641 0.1652 0.1069 -0.5325
H 1.483801 2.214985 -2.931641 0.4341 1.0863 -0.0953
C 0.100031 -4.863875 -4.176981 -1.6659 -0.4438 -0.0141
C 1.081171 -5.971275 -4.470481 -0.6555 -1.6988 0.7083
C 1.625841 -5.551455 -5.800661 1.0052 -0.2826 1.0705
O 1.735941 -4.165475 -5.588801 1.1239 0.7455 -2.3646
C 0.681961 -3.642115 -4.822871 0.7402 -0.7221 0.5848
H -0.256049 -4.678635 -3.163571 0.3417 -0.3304 0.1669
H -0.777069 -5.199815 -4.730101 -0.4314 0.3602 0.0255
H 0.502151 -6.886265 -4.595481 0.1381 -0.3145 0.2958
H 1.836571 -6.168705 -3.709901 0.1952 0.3198 -0.0505
H 1.035271 -5.957875 -6.621721 -0.5200 0.7701 -0.3273
H 2.628731 -5.949215 -5.955921 0.1439 0.1806 -0.0627
H -0.037149 -3.108365 -5.444231 0.1753 0.4313 0.2265
H 1.215881 -3.108125 -4.036811 -0.5177 1.0137 -0.1833
C -4.359629 1.527405 -1.050731 -0.7071 -0.2565 -0.2122
C -4.567569 0.054535 -0.622171 0.1965 0.6164 -0.3126
C -6.012749 -0.235125 -1.063331 -1.0123 -0.0615 0.5876
O -6.514859 0.945795 -1.639161 -0.4854 0.7879 -1.0597
C -5.801649 2.055805 -1.157761 0.7001 -0.2216 -0.0860
H -3.930869 1.467235 -2.051061 0.1908 0.6266 -0.0439
H -3.751029 2.106975 -0.356611 0.1671 -0.0716 -0.1707
H -4.379399 0.058875 0.451459 -0.3195 -0.7741 -0.0209
H -3.855879 -0.562545 -1.170621 0.0831 -0.2270 0.4052
H -6.701729 -0.478735 -0.254591 0.3678 -0.1508 0.6926
H -6.256279 -1.003435 -1.797151 0.9160 -0.2855 -0.1435
H -6.225629 2.375965 -0.206011 0.1752 0.1261 0.3438
H -5.878679 2.884935 -1.861111 -0.1661 -0.0455 -0.0604
C 1.958511 -2.633945 3.975419 -1.2476 1.6338 -2.3736
C 2.879071 -3.762185 4.250159 1.1531 0.5965 0.2961
C 2.154541 -4.394065 5.428609 -0.1270 -0.5124 -0.1852
O 0.786381 -4.017905 5.332679 -0.5295 -0.2888 -0.0451
C 0.577931 -3.181215 4.185109 -0.9423 -0.0188 1.6838
H 2.024751 -2.186505 2.983699 0.2885 -0.1486 -0.2719
H 2.019881 -1.759865 4.623739 0.4925 -0.2690 0.4663
H 3.868061 -3.356465 4.463219 0.1081 -0.1264 0.5613
H 3.088711 -4.379625 3.376709 -0.6909 -0.3786 0.0357
H 2.479961 -3.992495 6.388269 0.4837 -0.3353 0.0396
H 2.208791 -5.480785 5.363809 0.1566 -0.0859 0.4705
H -0.111149 -2.399575 4.504959 0.0243 0.2702 0.0631
H -0.027149 -3.731465 3.464549 0.8250 -0.2277 -0.7931
C 0.727551 -7.318955 0.632599 0.6006 0.4150 2.0320
C 0.841491 -7.525395 -0.840431 -0.7922 -0.9374 -1.0041
C -0.365389 -8.416575 -1.089561 -0.6992 -0.7101 -0.9276
O -1.354209 -7.927535 -0.241761 -1.2770 1.2656 1.5832
C -0.762639 -7.406255 0.990989 -0.2452 -0.7935 -0.8722
H 1.157311 -6.366545 0.942939 -0.0421 0.0885 0.0418
H 1.247391 -8.074525 1.221659 0.2310 -0.1736 -0.2337
H 1.744661 -7.988355 -1.237981 0.1805 0.2745 0.3188
H 0.620951 -6.591465 -1.357371 0.2679 0.0821 -0.1668
H -0.332139 -9.500585 -0.980401 1.1951 -0.3552 0.9204
H -0.767299 -8.450685 -2.102191 -0.0048 1.0731 -0.3165
H -1.042089 -8.043025 1.830349 0.6366 -0.9179 -0.1306
H -1.218579 -6.505395 1.401689 -0.1245 0.7477 -1.2179
C -5.538139 4.286695 2.271309 -0.5742 -0.1317 3.1822
C -6.476129 5.503695 2.145809 -1.5259 -2.7224 0.9546
C -6.326239 5.775475 0.659219 0.6783 1.0536 0.9508
O -5.089049 5.190545 0.358239 1.4811 0.6728 -3.1134
C -4.401219 4.732825 1.477029 -0.1744 -0.5313 -0.8499
H -6.032569 3.361895 1.974029 0.2392 0.0541 -0.6470
H -5.152769 4.057375 3.264789 -0.4804 0.2366 0.4400
H -6.247779 6.239895 2.916499 0.4031 0.5854 -0.7591
H -7.487769 5.186265 2.398639 -0.2089 0.0344 -0.0421
H -6.323989 6.865415 0.648279 0.2222 0.2710 -1.1160
H -6.963909 5.337195 -0.108491 -0.8814 0.2173 0.6814
H -3.867609 5.574425 1.918709 0.4402 -0.2137 0.4204
H -3.776569 3.879815 1.211879 0.4153 0.3986 -0.1648
C 2.623231 0.562225 7.783889 0.9866 -0.3474 0.6071
C 1.868401 -0.778525 7.926689 -0.4787 0.7222 0.2282
C 0.377871 -0.281855 7.991719 2.1579 0.1723 -0.1221
O 0.394241 0.965995 7.264429 -1.0794 -0.4677 -0.8583
C 1.693071 1.413755 6.932999 1.1398 0.2618 1.3882
H 3.639261 0.485215 7.396789 -0.1202 -0.4446 -0.7730
H 2.907631 1.035165 8.723859 -0.9138 0.0219 0.5117
H 2.090491 -1.368835 8.815679 0.2386 0.1775 0.0428
H 2.116231 -1.397955 7.064719 -0.4599 -0.0699 -0.1581
H 0.139831 -0.049795 9.029789 -0.1069 -0.0111 0.1005
H -0.326429 -1.036585 7.641779 -0.1283 0.3947 -0.5168
H 1.784751 2.455885 7.239049 -0.2422 0.1899 0.0913
H 2.068041 1.431455 5.909679 -0.9959 -0.6001 -0.6078
C 5.959841 3.799965 0.126179 0.3376 -1.7482 -0.8891
C 5.129991 3.783625 1.379459 -0.3102 2.6485 0.5039
C 5.318711 2.461415 2.027119 0.3787 -0.6837 0.4163
O 5.299241 1.604205 0.924039 -0.5926 -0.6456 -0.5248
C 6.032311 2.261165 -0.108371 0.4835 -0.4766 0.1128
H 6.977721 4.162675 0.269219 -0.1103 0.1327 0.1247
H 5.542201 4.307445 -0.743391 -0.2333 0.1599 0.2935
H 4.099331 3.944235 1.063169 -0.1876 -0.1260 0.4678
H 5.467631 4.635435 1.969819 -0.4594 0.0146 0.4758
H 4.606421 2.151195 2.791639 -0.4948 0.1969 -0.3739
H 6.282081 2.326055 2.518749 0.5773 0.5237 0.1547
H 5.618181 1.842775 -1.025731 0.3569 0.3335 -0.2048
H 7.077701 1.993035 0.044479 0.1816 -0.3834 -0.5089
C 4.429291 5.045385 5.789279 1.5971 0.2193 1.0237
C 3.572901 5.770975 4.813409 -0.0160 0.7189 -1.6585
C 2.537201 4.755685 4.440419 -0.0660 -0.4844 1.4972
O 3.219601 3.506715 4.622009 -0.4151 -1.8257 -1.0058
C 4.286131 3.523455 5.561129 -1.1157 2.7335 0.4063
H 4.087461 5.397365 6.762599 0.2425 -0.5632 0.3594
H 5.486891 5.294955 5.703849 -0.0195 0.3706 0.0995
H 4.086211 6.028215 3.886889 0.3239 0.3986 0.1569
H 3.133731 6.648175 5.288539 0.0642 0.1386 -0.3998
H 2.053161 4.809125 3.465249 0.4728 -0.0744 -0.0320
H 1.758511 4.880695 5.192819 -0.5305 -0.5230 0.1101
H 5.231331 3.110075 5.209259 -0.3745 -0.3910 -0.3679
H 4.009301 3.138525 6.542609 -0.1219 -0.8160 -0.2023
C -6.793579 0.058225 3.057529 1.2634 1.3455 0.6791
C -5.433439 -0.186745 3.736899 -1.3086 1.5094 1.5219
C -4.900949 -1.350765 2.954769 1.4695 0.7193 1.0073
O -5.961639 -1.913885 2.287229 -2.2523 -1.3135 -0.3425
C -7.170799 -1.337075 2.819879 -0.7236 0.2497 -1.8939
H -6.491229 0.657885 2.198989 -0.8830 -0.2557 -0.6893
H -7.612679 0.536845 3.594269 0.4861 0.4585 0.3716
H -5.711279 -0.433535 4.761589 0.5437 -0.3691 0.2735
H -4.803549 0.701585 3.783959 0.1102 -0.0945 -0.1901
H -4.431769 -2.029045 3.667449 0.2085 -0.4432 -0.2436
H -4.157469 -0.988215 2.244909 0.1562 -0.3021 -0.1801
H -7.634299 -1.754105 3.713949 0.7111 -0.6323 0.3195
H -7.993669 -1.291965 2.106479 0.2705 -0.8789 -0.6466
C 0.746561 0.468665 -0.548151 2.1409 1.2526 -1.1303
C -0.554879 -0.143535 -0.772591 -2.3899 -0.3437 -0.7849
C -0.726369 -1.154005 0.336789 0.9424 2.2227 0.1258
O 0.033771 -0.475515 1.420599 -0.6893 -1.1640 0.5264
C 1.113941 0.335735 0.912789 -0.7429 -1.2654 -0.7785
H 0.778981 1.521815 -0.827291 -0.0627 0.0095 -0.2594
H 1.397061 -0.057485 -1.246801 0.7443 0.1895 0.3519
H -0.594309 -0.609235 -1.757311 -0.1663 0.0630 -0.0588
H -1.361289 0.588755 -0.733021 -0.1573 0.0777 0.0595
H -0.342729 -2.097845 -0.050611 0.3433 -0.3840 0.9008
H -1.785179 -1.199655 0.591639 0.2451 -0.3737 0.5650
H 2.061331 -0.188215 1.039369 0.1207 0.0132 0.1716
H 1.182951 1.317335 1.381629 -0.3621 -0.2094 0.4682
C -3.587599 4.786965 -3.877931 1.2157 -1.4048 -0.1127
C -4.873019 5.386145 -4.311031 -0.6523 0.5477 1.1553
C -4.552699 6.838875 -4.399041 1.1753 -0.2987 -0.3814
O -3.505779 7.044455 -3.436871 -0.3770 0.7387 1.5363
C -2.999939 5.808005 -2.849881 -0.8456 -0.6923 -3.7966
H -2.980719 4.574865 -4.758161 0.5567 0.2119 0.1299
H -3.757749 3.832615 -3.379561 0.0667 -0.2450 -0.0624
H -5.429109 5.286495 -3.378861 -1.3296 -0.2548 -0.4906
H -5.321669 5.071025 -5.253121 -0.2188 -0.5675 0.4598
H -5.437079 7.468735 -4.302871 0.2870 0.2931 0.4952
H -4.105899 6.999795 -5.380151 0.0044 0.4694 -0.2400
H -3.342509 5.411135 -1.894251 -0.0020 1.2377 0.5225
H -1.925819 5.869975 -3.024621 0.0575 -0.1130 0.8511
C -3.215899 -3.449315 -2.777021 -0.9843 -0.0607 -1.0396
C -3.060539 -3.598895 -1.285641 0.2722 -0.1559 0.0471
C -2.549449 -5.032275 -1.130091 -0.7467 -0.1071 -0.6902
O -2.886569 -5.692725 -2.374331 0.2624 -0.4334 1.0143
C -3.669669 -4.855565 -3.211931 1.2552 -0.6076 -0.1646
H -2.303069 -3.258035 -3.341161 0.1393 0.2365 0.2599
H -3.956469 -2.683515 -3.007661 0.0836 0.1381 -0.2017
H -4.071309 -3.489775 -0.892531 0.1017 -0.0756 0.4793
H -2.397409 -2.884035 -0.798471 -0.1330 0.0904 -0.1507
H -3.060899 -5.501685 -0.289741 0.1997 -0.3488 -0.0096
H -1.469029 -5.127825 -1.022091 0.0277 0.1460 0.1971
H -4.701429 -5.206935 -3.201751 -0.4532 0.7775 0.5210
H -3.318659 -5.129695 -4.206791 -0.0398 0.4310 -0.3237
```
Forces are in eV/Å.